Record 1
Formula: C34H53BaF24NO17S4
Source: the Open Molecules 2025 dataset
Level of theory: wB97M-V/def2-TZVPD

HOMO energy (spin up / spin down) in eV: -0.8 / -4.7
LUMO energy (spin up / spin down) in eV: 1.4 / 1.5
Spin multiplicity: 2
Charge: -1
⟨S²⟩: 0.7618
Molar mass in g/mol: 1469.3
Gap between HOMO and LUMO (spin up / spin down) in eV: 2.217 / 6.210
E in eV: -181666.082
Maximum force in eV/Å: 4.3

Each line ends with the Mulliken spin population.
CARTESIAN COORDINATES (ANGSTROEM)
Ba 1.870 -7.574 -29.639  0.100
O 2.013 -10.468 -29.443  0.018
C 2.535 -10.548 -28.103  0.014
C 1.865 -9.838 -26.901  0.007
O 1.296 -8.513 -26.997  0.007
H 3.493 -10.028 -28.125  0.003
H 2.843 -11.577 -27.918  -0.002
H 2.677 -9.792 -26.176  -0.003
H 1.154 -10.534 -26.454  -0.001
O -0.776 -8.066 -29.480  -0.024
S -1.930 -8.894 -29.280  -0.019
O -3.021 -8.478 -28.313  0.001
O -2.603 -9.242 -30.770  -0.003
C -3.971 -9.410 -30.906  0.001
C -4.312 -9.574 -32.335  0.002
C -1.292 -10.616 -28.933  0.005
H -4.334 -8.444 -30.556  0.000
H -4.345 -10.285 -30.376  0.000
H -4.213 -8.716 -32.999  -0.001
H -5.290 -10.049 -32.419  0.000
H -3.624 -10.287 -32.789  0.000
H -0.558 -10.786 -29.720  0.002
H -2.174 -11.253 -28.859  0.000
H -0.792 -10.390 -27.991  0.000
O -0.370 -14.495 -21.692  0.000
S 0.520 -13.884 -22.698  0.000
O 1.886 -14.358 -22.908  0.000
O -0.352 -13.783 -24.087  0.000
C 0.390 -13.355 -25.191  0.001
C -0.227 -13.877 -26.526  -0.001
C 0.695 -12.135 -22.287  0.000
H 1.463 -13.548 -25.208  0.000
H 0.359 -12.266 -25.230  0.000
H 0.133 -14.873 -26.782  0.000
H 0.162 -13.191 -27.277  0.001
H -1.317 -13.902 -26.489  0.000
H 1.040 -11.702 -23.226  0.000
H 1.368 -12.105 -21.430  0.000
H -0.304 -11.791 -22.020  0.000
O 1.354 -3.393 -26.296  -0.001
S 0.593 -4.105 -27.262  -0.004
O 1.136 -5.166 -28.114  -0.008
O -0.680 -4.718 -26.386  0.001
C -1.408 -5.859 -26.887  -0.006
C -2.565 -6.153 -25.903  0.000
C -0.343 -2.908 -28.292  0.001
H -0.796 -6.753 -26.766  0.000
H -1.641 -5.662 -27.934  0.005
H -3.168 -6.995 -26.242  0.000
H -3.335 -5.402 -25.727  0.000
H -2.254 -6.287 -24.866  0.000
H -1.313 -3.317 -28.577  -0.001
H 0.312 -2.772 -29.153  -0.004
H -0.482 -1.991 -27.721  0.001
O 5.048 -4.668 -27.180  -0.001
S 4.621 -6.083 -27.185  0.017
O 3.907 -6.612 -28.321  -0.010
O 5.958 -7.031 -26.840  0.001
C 5.877 -8.441 -26.956  -0.022
C 6.063 -8.868 -28.406  0.008
C 3.639 -6.256 -25.659  -0.002
H 4.925 -8.815 -26.582  0.003
H 6.621 -9.017 -26.405  0.000
H 5.235 -8.776 -29.109  0.017
H 6.287 -9.931 -28.499  0.000
H 6.939 -8.378 -28.830  -0.003
H 4.221 -5.946 -24.791  0.000
H 3.353 -7.303 -25.555  0.000
H 2.787 -5.609 -25.868  -0.002
N 4.090 -8.197 -31.333  0.193
C 4.094 -9.309 -32.139  0.152
C 5.087 -9.500 -33.078  -0.126
C 6.098 -8.565 -33.246  0.390
C 6.069 -7.432 -32.511  -0.038
C 5.089 -7.312 -31.531  0.203
H 3.347 -10.076 -31.999  0.084
H 5.205 -10.402 -33.660  -0.025
H 6.897 -8.694 -33.961  0.058
H 6.896 -6.744 -32.605  0.003
H 5.100 -6.471 -30.853  -0.009
C 1.627 -12.878 -32.418  -0.003
C 0.473 -13.375 -31.646  0.001
C 0.858 -13.906 -30.199  0.001
F -0.163 -14.403 -29.459  0.000
F 1.866 -14.798 -30.109  0.000
F -0.479 -12.448 -31.395  -0.001
F -0.097 -14.395 -32.313  0.000
O 1.331 -12.804 -33.776  -0.001
C 2.454 -12.508 -34.652  0.007
C 1.986 -12.575 -36.130  0.000
F 2.994 -12.432 -36.940  0.000
F 1.442 -13.746 -36.457  0.000
F 2.923 -11.303 -34.421  -0.007
F 3.468 -13.391 -34.432  0.001
H 2.367 -13.665 -32.275  -0.004
H 1.971 -11.982 -31.901  0.015
H 1.176 -13.074 -29.570  0.000
H 1.209 -11.844 -36.355  0.000
C 4.165 -8.651 -22.363  0.000
C 5.270 -9.116 -23.341  0.000
C 6.416 -9.927 -22.681  0.000
F 5.924 -11.018 -22.018  0.000
F 7.324 -10.341 -23.515  0.000
F 4.678 -9.853 -24.264  0.000
F 5.813 -8.015 -23.870  0.000
O 3.223 -7.965 -23.154  0.000
C 1.853 -8.221 -22.795  0.000
C 1.003 -7.201 -23.613  0.000
F -0.317 -7.215 -23.385  0.000
F 1.364 -5.902 -23.449  0.000
F 1.544 -9.454 -23.213  0.000
F 1.653 -8.178 -21.482  0.000
H 4.570 -8.012 -21.578  0.000
H 3.770 -9.537 -21.866  0.000
H 6.952 -9.267 -21.999  0.000
H 1.054 -7.512 -24.657  0.000
C 5.692 -14.681 -26.972  0.000
C 4.651 -14.460 -25.877  0.000
C 4.682 -13.063 -25.168  -0.001
F 3.896 -13.019 -24.070  0.000
F 5.921 -12.642 -24.813  0.000
F 3.479 -14.799 -26.384  0.000
F 4.981 -15.434 -25.002  0.000
O 5.628 -13.683 -27.983  -0.004
C 5.702 -14.036 -29.369  -0.002
C 5.626 -12.779 -30.324  0.014
F 6.670 -11.979 -30.290  0.003
F 5.476 -13.123 -31.577  -0.003
F 6.785 -14.757 -29.577  0.000
F 4.645 -14.782 -29.593  0.000
H 5.406 -15.660 -27.356  0.000
H 6.731 -14.741 -26.648  0.000
H 4.282 -12.306 -25.842  0.001
H 4.777 -12.191 -29.975  -0.005



Record 2
Formula: C5H6FGaO4
Source: the Open Molecules 2025 dataset
Level of theory: wB97M-V/def2-TZVPD

HOMO energy (spin up / spin down) in eV: -22.2 / -22.2
LUMO energy (spin up / spin down) in eV: -19.2 / -19.2
Spin multiplicity: 2
Charge: +3
⟨S²⟩: 0.7527
Molar mass in g/mol: 218.8
Gap between HOMO and LUMO (spin up / spin down) in eV: 2.976 / 2.978
E in eV: -68522.544
Maximum force in eV/Å: 7.7

Each line ends with the Mulliken spin population.
CARTESIAN COORDINATES (ANGSTROEM)
O -3.137 0.371 -0.745  0.106
C -3.285 1.070 0.278  0.286
H -4.248 1.012 0.805  0.025
H -0.272 0.116 0.744  -0.006
C -2.233 1.836 0.858  0.477
H -1.513 2.294 0.177  0.058
H -2.430 2.325 1.813  0.034
C 0.511 -0.048 -0.131  0.015
C 1.745 -0.918 -0.079  0.004
O 2.731 -0.084 -0.690  0.002
C 2.267 1.143 -0.873  0.000
O 0.947 1.192 -0.465  -0.002
O 2.870 2.105 -1.214  0.000
F -0.360 -0.499 -1.225  -0.005
H 1.631 -1.845 -0.649  0.001
H 2.036 -1.132 0.956  0.000
Ga -1.954 -0.395 -1.698  0.007



Record 3
Formula: C15H16ClNO2S
Source: the Open Molecules 2025 dataset
Level of theory: wB97M-V/def2-TZVPD

HOMO energy in eV: -8.9
LUMO energy in eV: 0.7
SMILES: O=S(=O)(Cc1ccccc1Cl)NCCc1ccccc1
Charge: 0
ΔE to the lowest compared entry with this formula, charge and spin in eV: 0.915
Molar mass in g/mol: 309.8
Gap between HOMO and LUMO in eV: 9.538
E in eV: -44757.270
Maximum force in eV/Å: 0.7

Each line ends with the Löwdin charge.
CARTESIAN COORDINATES (ANGSTROEM)
O 0.395 -0.432 -0.430  -0.287
S 0.075 0.387 0.700  0.625
O 0.462 1.766 0.692  -0.289
C 0.826 -0.364 2.214  -0.178
C 1.658 -1.521 1.812  -0.303
C 3.047 -1.456 1.810  -0.027
C 3.811 -2.525 1.378  -0.075
C 3.195 -3.681 0.929  -0.077
C 1.814 -3.766 0.910  -0.093
C 1.062 -2.691 1.348  -0.606
Cl -0.654 -2.797 1.308  0.771
N -1.553 0.271 1.064  -0.152
C -2.351 1.478 1.068  -0.232
C -3.039 1.750 -0.277  -0.135
C -2.022 1.755 -1.384  -0.265
C -1.843 0.638 -2.187  -0.067
C -0.863 0.620 -3.162  -0.087
C -0.047 1.722 -3.342  -0.086
C -0.222 2.844 -2.550  -0.078
C -1.204 2.860 -1.578  -0.056
H 1.405 0.430 2.675  0.103
H -0.016 -0.643 2.842  0.086
H 3.527 -0.551 2.151  0.118
H 4.888 -2.454 1.387  0.104
H 3.787 -4.516 0.586  0.105
H 1.320 -4.657 0.555  0.105
H -1.971 -0.489 0.547  0.075
H -1.657 2.286 1.304  0.108
H -3.096 1.396 1.867  0.117
H -3.788 0.974 -0.458  0.114
H -3.548 2.714 -0.217  0.118
H -2.476 -0.230 -2.050  0.113
H -0.730 -0.261 -3.773  0.105
H 0.726 1.705 -4.096  0.101
H 0.414 3.706 -2.685  0.104
H -1.332 3.734 -0.956  0.118



Record 4
Formula: C2H7NO3S2
Source: the Open Molecules 2025 dataset
Level of theory: wB97M-V/def2-TZVPD

HOMO energy in eV: -9.8
LUMO energy in eV: -0.5
Charge: 0
ΔE to the lowest compared entry with this formula, charge and spin in eV: 3.126
Molar mass in g/mol: 157.2
Gap between HOMO and LUMO in eV: 9.295
E in eV: -31487.209
Maximum force in eV/Å: 5.4

Each line ends with the Löwdin charge.
CARTESIAN COORDINATES (ANGSTROEM)
C 1.740 1.629 -0.308  -0.210
C -2.455 -1.509 0.120  -0.074
N 2.998 -0.791 -0.156  -0.278
O -0.021 -0.378 0.007  -0.609
O -1.573 0.674 1.458  -0.300
O -1.831 0.939 -0.946  -0.295
S 1.765 -0.020 0.535  1.005
S -1.534 0.118 0.169  0.486
H 1.126 1.598 -1.106  -0.004
H 2.765 1.865 -0.669  0.070
H 1.308 2.367 0.381  0.071
H -2.375 -1.686 1.159  0.040
H -3.375 -1.110 -0.296  0.056
H -1.920 -2.126 -0.640  0.082
H 3.383 -1.569 0.292  -0.043



Record 5
Formula: C4H8O
Source: the Open Molecules 2025 dataset
Level of theory: wB97M-V/def2-TZVPD

HOMO energy in eV: -8.2
LUMO energy in eV: 0.7
Charge: 0
ΔE to the lowest compared entry with this formula, charge and spin in eV: 4.399
Molar mass in g/mol: 72.1
Gap between HOMO and LUMO in eV: 8.912
E in eV: -6320.769
Maximum force in eV/Å: 0.3

Each line ends with the Löwdin charge.
CARTESIAN COORDINATES (ANGSTROEM)
C -0.756 0.125 0.598  -0.239
C 0.252 -0.876 0.614  -0.118
C 0.599 -0.792 -1.139  -0.370
O 0.743 0.436 -1.507  -0.205
C -0.351 1.419 0.183  -0.016
H -1.810 -0.127 0.509  0.136
H -0.731 1.225 1.412  0.191
H -0.036 -1.874 0.947  0.099
H 1.216 -0.558 1.011  0.111
H 1.507 -1.427 -1.113  0.103
H -0.240 -1.378 -1.575  0.096
H 0.681 1.721 0.301  0.104
H -1.064 2.111 -0.254  0.109



Record 6
Formula: C33H35BrF6IrN6O7S3
Source: the Open Molecules 2025 dataset
Level of theory: wB97M-V/def2-TZVPD

HOMO energy (spin up / spin down) in eV: -8.7 / -8.7
LUMO energy (spin up / spin down) in eV: -0.3 / -2.5
Spin multiplicity: 2
Charge: 0
ΔE to the lowest compared entry with this formula, charge and spin in eV: 0.000
⟨S²⟩: 0.7549
Molar mass in g/mol: 1110.0
Gap between HOMO and LUMO (spin up / spin down) in eV: 8.438 / 6.229
E in eV: -179755.977
Maximum force in eV/Å: 0.7

Each line ends with the Mulliken spin population.
CARTESIAN COORDINATES (ANGSTROEM)
Ir 0.119 0.876 1.126  0.290
C -1.024 1.364 3.948  -0.003
N 0.247 1.013 3.274  -0.010
C 1.283 1.957 3.755  0.031
C 0.654 -0.366 3.696  0.011
C 1.725 -0.861 2.770  -0.034
C 2.728 -1.714 3.212  -0.004
C 3.723 -2.129 2.341  0.002
C 3.717 -1.664 1.034  0.001
C 2.712 -0.809 0.598  -0.014
C 1.681 -0.402 1.445  0.071
H -0.892 1.248 5.027  -0.001
H -1.820 0.709 3.608  0.000
H -1.289 2.391 3.715  0.002
H 1.337 1.901 4.845  0.001
H 1.016 2.970 3.463  -0.007
H 2.249 1.697 3.327  -0.010
H -0.233 -0.996 3.650  0.001
H 0.990 -0.331 4.736  0.000
H 2.735 -2.048 4.244  0.000
H 4.505 -2.795 2.683  0.000
H 4.499 -1.964 0.347  0.000
H 2.749 -0.464 -0.429  0.003
F -6.419 -0.969 -0.154  0.000
C -5.340 -1.031 -0.927  0.000
F -5.656 -0.601 -2.148  0.000
F -4.946 -2.304 -1.012  0.000
S -3.985 0.027 -0.263  -0.001
O -2.882 -0.180 -1.155  -0.001
O -4.572 1.319 -0.132  0.001
N -3.801 -0.654 1.170  0.001
S -2.572 -1.364 1.760  0.000
O -1.283 -0.692 1.575  -0.015
O -2.809 -1.757 3.112  0.000
C -2.321 -2.970 0.889  -0.001
F -3.393 -3.735 1.038  0.000
F -2.086 -2.800 -0.410  0.000
F -1.270 -3.591 1.430  0.000
Br -4.651 7.748 1.425  0.000
C -4.363 5.903 1.765  0.001
C -5.255 5.217 2.573  -0.001
C -5.039 3.869 2.818  0.001
C -3.946 3.221 2.266  -0.002
C -3.060 3.924 1.459  0.001
C -3.270 5.274 1.201  0.001
C -1.845 3.263 0.865  0.003
O -1.124 3.884 0.083  0.037
O -1.664 2.041 1.232  0.002
H -6.107 5.730 2.998  0.000
H -5.738 3.320 3.437  0.000
H -3.787 2.165 2.432  0.000
H -2.574 5.806 0.568  -0.001
C 3.451 1.413 -3.727  -0.001
C 3.661 1.659 -2.269  -0.005
C 4.919 1.616 -1.675  0.008
C 5.006 1.910 -0.327  0.003
N 3.937 2.224 0.402  0.017
C 2.788 2.191 -0.251  0.052
S 1.383 2.621 0.776  0.567
N 2.579 1.935 -1.530  0.008
H 4.399 1.343 -4.258  0.000
H 2.859 2.225 -4.150  0.000
H 2.896 0.486 -3.889  0.000
H 5.801 1.382 -2.254  0.000
H 5.959 1.911 0.189  -0.001
C 1.614 -4.709 -4.889  0.000
C 2.268 -4.147 -3.635  0.000
N 1.399 -3.201 -2.933  0.000
C 0.492 -3.771 -1.944  0.000
C 1.188 -4.140 -0.641  0.000
C 1.343 -1.948 -3.429  0.000
O 1.997 -1.616 -4.414  0.000
C 0.502 -0.872 -2.786  -0.005
C -0.035 0.096 -3.633  0.002
C -0.612 1.222 -3.090  0.006
C -0.574 1.403 -1.720  0.006
N -0.047 0.484 -0.905  -0.019
C 0.435 -0.653 -1.426  -0.001
H 2.272 -5.438 -5.364  0.000
H 1.416 -3.910 -5.601  0.000
H 0.674 -5.211 -4.652  0.000
H 3.193 -3.633 -3.890  0.000
H 2.507 -4.947 -2.935  0.000
H 0.038 -4.663 -2.387  0.000
H -0.321 -3.074 -1.770  0.000
H 2.031 -4.809 -0.820  0.000
H 0.494 -4.652 0.023  0.000
H 1.570 -3.260 -0.121  0.001
H 0.035 -0.046 -4.703  0.000
H -1.056 1.988 -3.708  0.001
H -0.931 2.311 -1.256  -0.001
H 0.818 -1.368 -0.716  0.006



Which formula does entry 4 have? C2H7NO3S2



charge of number 3 (C15H16ClNO2S)? 0



Which formula does entry 6 have? C33H35BrF6IrN6O7S3